DFT (ωB97M-V/def2-TZVPD) results for a molecular structure, C37H41N6ReSb.

The value obtained for the HOMO energy (spin up / spin down) is -0.46570 / -0.47739 Eh. As for the total charge: +2. The spin multiplicity is 4. As for the largest force on an atom: 0.02163 hartree/bohr. As for the calculated total energy: -2081.10064 hartree. The LUMO energy (spin up / spin down) comes out at -5.72 / -6.87 eV. As for the frontier orbital gap (spin up / spin down): 6.952 / 6.125 eV. As for the expectation value of S²: 3.78.

```
86
Properties=species:S:1:pos:R:3:forces:R:3
Re -0.25838 -0.25847 -0.67794 0.51 -0.68 0.72
C -0.59640 2.19453 3.02131 0.01 -0.02 -0.02
C -0.12001 1.20979 2.14698 0.03 0.05 0.00
N -0.32489 1.25312 0.84364 0.09 0.21 -0.19
C -1.01579 2.32295 0.32195 -0.01 0.07 -0.03
C -1.57442 3.32073 1.13395 0.02 -0.04 -0.05
C -1.33841 3.23054 2.52368 0.00 0.01 0.02
C -2.32383 4.34936 0.51521 -0.01 0.02 0.01
C -2.49293 4.35085 -0.84033 -0.02 0.02 -0.02
C -1.90374 3.36004 -1.65655 0.00 -0.05 0.04
C -1.14584 2.37126 -1.08824 -0.01 -0.03 0.06
N -0.41262 1.35552 -1.76306 -0.18 0.40 -0.34
C 0.67335 1.72810 -2.58976 0.12 -0.04 0.08
C 0.69829 2.73158 -3.52281 0.04 -0.01 0.02
C 1.87496 2.97725 -4.26622 -0.01 0.02 -0.02
C 3.00594 2.23313 -4.09155 0.04 -0.02 0.02
C 3.01240 1.18918 -3.13588 -0.06 0.01 0.02
C 4.12097 0.35726 -2.86808 0.02 0.00 0.00
C 4.02713 -0.62677 -1.91843 -0.02 -0.01 0.03
C 2.82238 -0.79294 -1.22501 0.02 0.02 0.00
N 1.76483 -0.03027 -1.44818 -0.12 -0.11 0.08
C 1.84281 0.95533 -2.39372 0.01 0.10 -0.06
H -0.38955 2.10190 4.07756 0.00 0.00 0.00
H 0.43483 0.36447 2.52008 0.01 0.04 0.01
H -1.74339 3.98718 3.18459 -0.01 0.00 -0.01
H -2.76340 5.12527 1.12822 0.00 0.00 0.00
H -3.08125 5.12694 -1.31031 0.00 0.00 0.01
H -2.06951 3.38527 -2.72390 0.01 -0.01 -0.01
H -0.16813 3.34736 -3.70868 -0.02 -0.01 0.03
H 1.86368 3.77693 -4.99420 0.01 -0.01 0.00
H 3.89834 2.42805 -4.67109 -0.01 0.01 0.00
H 5.04128 0.50337 -3.42031 0.00 0.00 0.00
H 4.86135 -1.27570 -1.69438 0.00 0.00 0.00
H 2.71460 -1.56050 -0.46888 0.01 -0.01 0.00
C -0.09350 -1.39720 -3.57516 -0.06 0.12 -0.02
N -0.73889 -1.66760 -2.26298 -0.10 -0.03 -0.21
C -0.33604 -3.04008 -1.84069 0.12 0.05 -0.10
C -2.21898 -1.63547 -2.36324 -0.06 0.01 0.09
C -2.90675 -2.09173 -3.47233 0.01 -0.04 0.04
C -4.29159 -2.17546 -3.42432 -0.02 -0.02 -0.04
C -4.96805 -1.82882 -2.26485 -0.01 0.02 0.04
C -4.28431 -1.34992 -1.15757 0.04 -0.03 -0.06
C -2.89961 -1.22258 -1.21152 0.00 0.01 -0.07
N -2.09703 -0.67504 -0.19742 -0.44 0.00 0.04
C -2.50492 -0.61223 1.16320 -0.07 0.08 -0.07
C -3.53137 0.22234 1.58915 0.06 -0.05 -0.03
C -3.83940 0.30466 2.93852 0.02 -0.01 0.05
C -3.11217 -0.43653 3.85896 -0.08 0.05 0.01
C -2.07389 -1.25429 3.43771 0.12 -0.06 -0.06
C -1.74847 -1.33607 2.08998 -0.09 0.10 0.09
N -0.69561 -2.18360 1.56752 0.00 -0.02 -0.11
C -1.30962 -3.51110 1.33804 -0.05 -0.05 -0.03
C 0.45048 -2.37692 2.46393 0.09 -0.01 -0.05
H -0.33834 -2.18868 -4.28134 0.00 0.01 0.00
H 0.98494 -1.38595 -3.44344 0.01 0.00 -0.02
H -0.44054 -0.44173 -3.96190 0.03 0.00 0.01
H -0.64944 -3.75886 -2.59883 0.00 -0.01 0.01
H -0.81663 -3.26937 -0.90240 -0.03 -0.06 0.04
H 0.74944 -3.08015 -1.73165 -0.01 0.00 0.00
H -2.38810 -2.39871 -4.36962 -0.02 -0.01 0.00
H -4.83777 -2.52846 -4.28760 0.01 0.00 0.00
H -6.04497 -1.91903 -2.22132 0.00 0.00 -0.01
H -4.82477 -1.06995 -0.26515 0.01 0.00 0.00
H -4.06828 0.81456 0.85849 -0.01 0.01 0.01
H -4.64188 0.94933 3.27117 0.00 -0.01 0.00
H -3.35505 -0.38186 4.91168 0.00 0.00 0.00
H -1.52166 -1.82772 4.17067 0.00 0.02 0.00
H -1.64475 -3.93671 2.28942 0.00 -0.01 -0.01
H -0.58609 -4.19425 0.89483 0.02 0.01 0.02
H -2.18091 -3.41816 0.68956 0.02 0.01 -0.02
H 0.17319 -2.80891 3.42929 -0.02 0.00 -0.01
H 0.98329 -1.44315 2.62063 0.01 -0.03 0.06
H 1.13847 -3.07295 1.98362 0.02 0.03 0.00
C 3.82669 1.77259 3.71100 0.02 0.08 0.04
Sb 3.62935 0.17812 2.30412 -0.04 -0.02 -0.01
C 5.62380 0.20780 1.53703 0.08 0.01 -0.04
C 3.95511 -1.39012 3.72402 0.00 -0.08 0.06
H 4.78213 1.69480 4.22802 0.00 -0.02 -0.01
H 3.02698 1.71195 4.44949 -0.01 -0.01 -0.02
H 3.76822 2.74001 3.21479 0.01 -0.01 -0.01
H 6.32357 0.42929 2.34163 -0.02 0.00 0.01
H 5.73269 0.95839 0.75545 -0.02 0.01 0.01
H 5.87264 -0.76957 1.12259 -0.02 0.00 0.00
H 4.92486 -1.26827 4.20461 0.00 0.03 -0.01
H 3.92520 -2.36639 3.24026 0.01 0.02 -0.01
H 3.18363 -1.36283 4.49431 -0.01 0.01 -0.02
```
Positions in Å, forces in eV/Å.

Atom charges from the Mulliken analysis, given in e for atoms 1 to 2: -0.56 -1.49